The following is a DFT calculation (ωB97M-V with the def2-TZVPD basis set) of C7H14CeOPS as an isolated structure in a non-equilibrium geometry.

XYZ file:
```
25
Properties=species:S:1:pos:R:3:forces:R:3:mulliken_spin:R:1
C -0.75110 -1.09959 -2.38625 0.7 1.7 -0.8 0.0029
C -1.58475 0.03706 -2.12348 1.0 -0.1 1.0 -0.0032
C -0.72088 1.06424 -1.60682 0.4 0.6 -2.4 -0.0010
C 0.65976 0.65473 -1.83104 -0.9 0.2 -0.3 0.0016
C 0.63866 -0.69450 -2.27456 -1.1 0.5 -0.8 -0.0006
Ce -0.17223 -0.74678 0.13935 -0.6 -3.6 2.5 1.0171
P -0.40592 -3.69494 -0.06147 -1.7 0.7 -0.8 -0.0031
H -1.09584 -2.07041 -2.66387 -0.1 -0.4 -0.2 -0.0009
H -2.69436 0.06997 -2.13128 1.0 -0.1 0.1 0.0002
H -1.03004 2.07653 -1.33551 0.1 -0.4 -0.1 0.0003
H 1.49824 -1.33405 -2.46276 -0.2 0.2 0.1 0.0003
H 1.54579 1.27079 -1.62079 -0.5 -0.4 -0.2 0.0041
H 0.66623 -4.41060 -0.61435 -0.1 0.2 -0.3 -0.0001
H -1.50549 -4.42032 -0.75058 0.6 -0.8 0.1 -0.0013
H -0.51472 -4.45840 1.08860 -0.1 0.0 0.5 -0.0004
C 0.41169 1.50409 3.37344 -0.2 0.4 -0.1 -0.0007
S -0.41316 1.57473 1.73466 0.2 0.7 1.2 0.0027
C 0.59258 2.90114 1.02060 -0.6 0.6 0.3 0.0030
O 0.86188 -2.34275 0.70588 1.6 0.3 0.8 -0.0200
H 0.15817 2.43188 3.87956 0.0 0.0 0.1 0.0000
H 1.48920 1.47543 3.23281 0.0 -0.3 0.0 0.0003
H 0.07488 0.68269 4.00590 -0.1 -0.1 -0.4 0.0003
H 1.31184 3.18181 1.79658 -0.1 0.1 -0.4 -0.0002
H 1.07005 2.62074 0.09873 0.3 -0.3 -0.1 -0.0010
H -0.09045 3.72650 0.78664 0.3 0.0 0.2 -0.0001
```
Positions in Å, forces in eV/Å.

Calculated values
frontier orbital gap (alpha / beta): 6.22 / 6.21 eV
multiplicity: 2
HOMO level (alpha / beta): -6.25 / -6.26 eV

The following is a DFT calculation (ωB97M-V with the def2-TZVPD basis set) of a 3-piece molecular cluster, C6H18O2 overall in a non-equilibrium geometry.

XYZ file:
```
26
Properties=species:S:1:pos:R:3:forces:R:3:nbo_charge:R:1
C 1.30186 1.71887 -1.08942 0.1 -0.4 0.0 -0.5974
C 0.20600 2.03570 -0.08143 -0.3 -0.5 -0.2 -0.4050
C 0.15506 1.08496 1.11773 0.2 0.0 0.5 -0.3975
C -0.67751 -0.19176 0.93780 -0.8 0.5 -1.0 -0.2183
C -0.54331 -1.17489 2.09131 0.4 0.3 0.0 -0.6134
C -2.16857 0.15265 0.68077 1.0 -0.2 -0.4 -0.6028
H 2.28519 1.99468 -0.73054 0.2 0.2 0.2 0.2122
H 1.36669 0.64201 -1.28081 -0.1 0.1 -0.1 0.1689
H 1.15348 2.20044 -2.05491 -0.1 0.1 0.0 0.2157
H -0.75860 1.97895 -0.59017 0.0 0.2 0.0 0.1945
H 0.31226 3.05638 0.26091 0.0 0.3 0.1 0.2096
H -0.23084 1.63132 1.98249 -0.1 0.0 0.1 0.2033
H 1.16939 0.79431 1.41575 0.1 0.1 -0.1 0.1961
H -0.35151 -0.65499 -0.00134 0.1 -0.2 0.1 0.1793
H -1.40439 -1.13883 2.75503 0.0 0.2 0.2 0.2125
H 0.36359 -0.91743 2.64300 -0.1 -0.3 0.3 0.2058
H -0.46736 -2.20321 1.75360 0.0 -0.2 -0.1 0.2128
H -2.27960 0.61815 -0.29493 -0.1 0.2 -0.1 0.1975
H -2.73209 -0.77538 0.60649 -0.3 0.1 0.4 0.2166
H -2.51181 0.85580 1.43910 -0.4 -0.3 0.1 0.2034
O 2.20708 -1.86893 -0.53710 0.3 0.0 -0.6 -0.9455
H 2.08324 -2.44608 0.21804 -0.3 0.2 0.2 0.4783
H 1.65749 -1.08670 -0.44331 0.0 -0.1 0.5 0.4678
O -0.78722 -1.18940 -2.60763 0.6 0.5 0.4 -0.9245
H 0.13000 -1.30374 -2.30652 -0.3 -0.4 -0.3 0.4689
H -0.90663 -0.24972 -2.41547 -0.3 -0.1 -0.2 0.4610
```
Positions in Å, forces in eV/Å.

Calculated values
frontier orbital gap: 11.88 eV
HOMO level: -11.12 eV
SMILES: CCCC(C)C.O.O
relative energy (zero: lowest compared OMol25 entry of this formula, charge and spin): 2.49 kJ/mol

The following is a DFT calculation (ωB97M-V with the def2-TZVPD basis set) of C60H61N2O2P2S5SiTi as an isolated structure in a non-equilibrium geometry.

XYZ file:
```
134
Properties=species:S:1:pos:R:3:forces:R:3:lowdin_charge:R:1
Ti -0.51627 0.87595 -0.59368 1.5 -0.7 -0.8 0.4594
C 2.25060 1.82769 2.08220 -0.2 0.0 -0.2 -0.2089
Si 0.42431 1.42449 1.74282 0.4 -0.5 0.5 0.5977
C 2.02717 -1.78128 2.97192 0.0 0.0 -0.1 -0.2042
C 2.82979 -2.26839 4.12901 0.0 -0.1 -0.1 -0.0663
C 2.39569 -3.11826 5.07101 0.1 0.0 0.0 -0.0925
C 1.16370 -3.85481 4.92549 -0.1 0.0 -0.1 -0.0930
C 0.33561 -3.53738 3.92219 0.0 -0.1 0.1 -0.0608
C 0.55489 -2.34203 3.12369 -0.1 0.1 -0.1 -0.2880
P -0.59951 -1.67791 1.81234 0.0 -0.2 -0.4 0.9118
C -0.77688 -3.40082 0.95740 -0.1 0.1 0.0 -0.2298
C -1.95717 -3.83215 0.35409 0.0 0.0 0.1 -0.1178
C -2.01354 -4.99520 -0.39565 0.0 -0.1 -0.1 -0.1003
C -0.87256 -5.76567 -0.56906 0.0 0.0 0.0 -0.1101
C 0.31053 -5.36191 0.02676 0.0 0.0 0.0 -0.0862
C 0.35179 -4.19902 0.78304 0.0 0.1 0.0 -0.0801
C -2.34929 -1.57421 2.34836 0.1 0.0 0.2 -0.2478
C -2.96327 -2.61993 3.02728 0.0 0.0 0.0 -0.0831
C -4.24519 -2.47691 3.53818 0.0 0.0 0.0 -0.0838
C -4.94021 -1.29434 3.34139 0.0 0.0 0.0 -0.0931
C -4.34305 -0.25305 2.64237 0.0 0.0 0.0 -0.0714
C -3.04835 -0.38410 2.17053 0.1 0.1 -0.1 -0.0736
C -0.51928 2.82167 2.65644 0.0 -0.1 -0.2 -0.2818
C -0.35206 3.06455 4.02513 0.0 0.0 0.0 -0.0918
C -1.07111 4.04685 4.67889 0.1 0.0 0.0 -0.0892
C -1.98437 4.82426 3.97176 0.0 0.0 0.0 -0.0897
C -2.16227 4.60716 2.62151 0.0 0.0 0.0 -0.0947
C -1.43709 3.60755 1.96773 0.0 0.0 -0.1 -0.3639
P -1.53758 3.30439 0.15773 -0.1 0.3 0.4 1.0247
C -0.92069 4.94050 -0.41163 0.1 -0.1 -0.1 -0.3383
C -1.71500 6.08381 -0.41232 -0.1 0.0 0.1 -0.1023
C -1.18548 7.31105 -0.77927 0.0 0.0 0.0 -0.0889
C 0.14910 7.41434 -1.14017 0.0 0.0 0.0 -0.0952
C 0.94938 6.28140 -1.12479 0.0 0.1 0.0 -0.0717
C 0.41862 5.05403 -0.76505 0.1 -0.1 -0.1 -0.0944
C -3.33896 3.45703 -0.13438 0.0 -0.1 -0.1 -0.3583
C -4.23256 2.94475 0.80213 0.0 0.0 0.0 -0.0977
C -5.59785 2.97415 0.57137 -0.1 0.0 0.0 -0.0850
C -6.09396 3.52562 -0.60185 0.0 0.0 0.0 -0.0989
C -5.21114 4.03723 -1.54217 -0.1 0.0 0.0 -0.0955
C -3.84389 3.99300 -1.31664 0.0 0.0 -0.1 -0.1374
H 2.44540 1.86130 3.15609 0.0 0.0 0.1 0.0277
H 2.89213 1.07267 1.63782 0.1 -0.1 -0.1 -0.0015
H 2.52614 2.78697 1.65098 0.0 0.2 -0.1 0.0177
H 3.82333 -1.87349 4.23933 0.1 0.1 0.0 0.0926
H 3.04651 -3.34785 5.90368 0.1 0.0 0.1 0.0964
H 0.97921 -4.71282 5.55626 0.0 -0.1 0.0 0.0911
H -0.49642 -4.17802 3.66737 -0.1 -0.1 0.0 0.0933
H -2.86022 -3.25016 0.48346 -0.1 0.0 0.0 0.0861
H -2.94877 -5.30228 -0.84761 0.0 0.0 0.0 0.0944
H -0.90823 -6.67217 -1.15875 0.0 0.0 0.0 0.0907
H 1.20842 -5.95458 -0.09495 0.0 0.0 0.0 0.0962
H 1.28989 -3.90671 1.23642 0.1 0.0 0.0 0.0978
H -2.44791 -3.56424 3.14100 0.0 0.0 0.0 0.0944
H -4.70155 -3.29497 4.08017 0.0 0.0 0.0 0.0985
H -5.94410 -1.18040 3.73061 0.0 0.0 0.0 0.0959
H -4.88635 0.66700 2.47769 0.0 0.0 0.0 0.0819
H -2.57139 0.44208 1.64770 -0.1 -0.1 0.1 0.0816
H 0.35012 2.46131 4.58560 0.1 -0.1 0.1 0.0998
H -0.92687 4.21385 5.73878 0.0 0.0 0.0 0.0962
H -2.54911 5.59764 4.47690 0.0 0.0 0.0 0.0966
H -2.87037 5.21372 2.07247 0.0 0.0 0.0 0.0989
H -2.75896 6.02885 -0.13193 0.0 0.0 0.0 0.0950
H -1.82123 8.18767 -0.78340 0.0 0.0 0.0 0.0971
H 0.56069 8.37077 -1.43476 0.0 0.0 0.0 0.0954
H 1.99112 6.34524 -1.40883 0.0 0.0 0.0 0.1041
H 1.04151 4.16595 -0.78561 0.0 0.1 0.0 0.0261
H -3.85339 2.53071 1.72806 0.0 0.0 0.0 0.0937
H -6.27758 2.57411 1.31310 0.0 0.0 0.0 0.0985
H -7.16074 3.55999 -0.77937 0.0 0.0 0.0 0.0970
H -5.58594 4.46727 -2.46097 0.0 0.0 -0.1 0.1050
H -3.16020 4.37695 -2.06402 0.0 0.0 0.0 0.0761
O 2.75436 1.95638 -6.58513 0.1 0.0 -0.3 -0.0953
C 2.17648 2.06562 -5.53262 -0.2 0.0 0.2 -1.0438
S 2.93446 1.83727 -3.95939 0.0 0.0 0.1 0.9558
C 1.49848 2.07532 -2.97235 -0.1 0.2 -0.1 -1.0801
C 0.35583 2.37380 -3.62453 0.1 0.0 0.1 -1.1426
S -1.21380 2.56641 -2.89504 0.0 -0.1 0.1 0.5518
S 0.46573 2.47512 -5.37716 -0.1 0.0 0.0 0.9430
S 1.66231 1.85085 -1.24543 -0.2 -0.2 0.1 0.6078
C 4.73829 -3.14969 2.01520 0.0 0.1 -0.1 -0.0484
C 4.27884 -1.72342 1.63880 0.0 0.0 0.1 -0.5047
C 4.91847 -1.49779 0.25886 0.1 0.0 0.1 -0.0845
C 4.89356 -0.62931 2.55694 0.0 -0.1 0.1 -0.0511
C 2.72917 -1.62295 1.63571 -0.1 0.2 -0.5 -0.0950
C 0.91185 -0.94909 3.59025 0.1 0.3 0.2 -0.2109
C -0.03639 -0.10384 2.77779 0.1 0.1 0.1 -0.3415
N -0.30719 -0.99144 0.28363 -2.2 0.6 0.7 -0.2524
C 0.92380 -1.21302 -0.26033 0.5 0.5 -1.3 -0.3741
C 2.18214 -1.41509 0.40154 0.4 0.1 0.4 -0.0312
C 0.95330 -1.20681 -1.72454 0.0 -0.6 1.1 -0.2546
C 1.94669 -1.81513 -2.50356 0.2 0.1 -0.5 0.0403
C 1.91950 -1.73351 -3.88489 0.1 0.0 0.5 -0.1625
C 0.84848 -1.04407 -4.46152 -0.3 0.1 0.1 -0.0253
C -0.10853 -0.49167 -3.64024 0.0 0.1 -0.5 -0.1832
N -0.07476 -0.56033 -2.31133 -0.1 0.5 0.5 -0.0132
C 3.02097 -2.38468 -4.70965 0.0 0.0 0.0 -0.5488
C 2.95791 -3.90482 -4.50787 0.0 0.1 0.0 -0.0437
C 4.38176 -1.85532 -4.24092 0.0 0.0 0.0 -0.0388
C 2.87415 -2.07656 -6.19956 0.0 0.0 0.0 -0.0586
H 5.82877 -3.18368 2.04501 0.1 0.0 0.0 0.0798
H 4.40359 -3.84348 1.24353 0.0 0.0 -0.1 0.0852
H 4.36651 -3.51506 2.96210 -0.1 0.0 0.2 0.0595
H 6.00089 -1.55073 0.38311 0.1 0.0 0.0 0.0882
H 4.68266 -0.51837 -0.15544 0.0 0.1 0.0 0.0932
H 4.63538 -2.26711 -0.46093 0.0 0.0 0.0 0.0742
H 5.36223 0.14588 1.95276 0.0 0.1 0.0 0.0784
H 5.65993 -1.03995 3.21736 0.1 0.0 0.0 0.0801
H 4.14825 -0.12618 3.16793 0.0 0.0 0.1 0.0633
H 1.06474 -0.72377 4.64022 0.0 0.0 0.0 0.1434
H -0.82924 0.18191 3.48086 0.0 0.0 -0.1 0.0817
H 2.94149 -1.32876 -0.35531 -0.1 0.0 0.0 0.0598
H 2.72884 -2.37087 -2.01304 0.1 -0.1 0.1 0.1038
H 0.75951 -0.90429 -5.52543 0.0 0.0 -0.1 0.1012
H -0.93130 0.07772 -4.06385 0.1 -0.1 0.0 0.0678
H 3.13466 -4.17425 -3.46814 0.0 0.0 0.1 0.0776
H 3.71483 -4.39553 -5.12110 0.1 0.0 0.0 0.0798
H 1.97922 -4.29339 -4.79168 0.0 0.0 0.0 0.0882
H 4.55467 -2.06405 -3.18686 0.0 0.0 0.1 0.0693
H 4.44372 -0.77570 -4.38326 0.0 0.0 0.0 0.0668
H 5.17960 -2.32832 -4.81488 0.1 0.0 0.0 0.0835
H 1.94177 -2.47144 -6.60157 -0.1 0.0 0.0 0.0834
H 3.69539 -2.54039 -6.74814 0.0 0.0 0.0 0.0835
H 2.90658 -1.00443 -6.38928 0.0 0.1 0.0 0.0799
C -4.50714 0.78206 -2.60177 0.2 0.1 0.1 -0.2228
S -2.93307 0.05062 -2.18094 -0.3 -0.4 -0.1 0.8435
C -3.50117 -1.60801 -1.82233 0.1 0.2 0.0 -0.2167
O -2.60509 0.59385 -0.78902 0.1 0.0 -0.1 -0.6497
H -4.89438 0.22002 -3.44403 -0.1 -0.1 -0.2 0.0586
H -4.32050 1.80965 -2.90002 0.0 0.0 0.0 0.0331
H -5.18216 0.74421 -1.75106 0.0 0.0 0.1 0.0646
H -3.94050 -2.03277 -2.72015 0.0 -0.1 -0.1 0.0612
H -4.21461 -1.57824 -1.00339 -0.1 0.0 0.1 0.0649
H -2.61765 -2.16974 -1.53327 0.1 0.0 0.0 0.0345
```
Positions in Å, forces in eV/Å.

Calculated values
frontier orbital gap (alpha / beta): 5.00 / 5.00 eV
total charge: -1
HOMO level (alpha / beta): -3.00 / -3.00 eV

The following is a DFT calculation (ωB97M-V with the def2-TZVPD basis set) of C24H25N8O4PPtS as an isolated structure.

XYZ file:
```
64
Properties=species:S:1:pos:R:3:forces:R:3:mulliken_spin:R:1
Pt -0.53888 -0.14551 0.06087 0.2 -0.5 -0.2 1.8327
O 3.58212 0.34410 -0.21432 -0.1 0.0 -0.1 0.0245
C 2.39177 0.53855 -0.28740 0.1 0.1 -0.1 0.0373
N 1.46348 0.37868 0.71457 0.0 -0.1 0.0 0.2270
C 1.81443 -0.19741 1.90882 -0.1 0.1 0.1 0.0393
O 2.89174 -0.65229 2.22107 0.1 -0.1 0.0 0.0261
C 0.65056 -0.25549 2.86177 0.1 -0.1 0.0 -0.0068
C 0.82087 -0.35498 4.22918 0.0 0.0 -0.1 0.0120
C -0.31166 -0.41345 5.03042 0.0 0.0 0.0 -0.0013
C -1.56749 -0.39930 4.43502 0.0 0.0 0.0 0.0068
C -1.65730 -0.31155 3.05778 0.0 0.0 0.0 -0.0092
N -0.56023 -0.24153 2.29798 0.0 0.3 0.0 0.2197
C 1.75387 1.01227 -1.56626 0.1 0.0 0.0 -0.0005
C 2.49939 1.51023 -2.61675 0.0 0.0 0.1 0.0101
C 1.83358 1.90590 -3.76870 0.0 0.0 0.0 -0.0011
C 0.45149 1.77292 -3.83675 0.0 0.0 0.0 0.0077
C -0.22852 1.26172 -2.74583 0.0 0.0 -0.1 -0.0128
N 0.42502 0.89370 -1.63962 0.1 0.1 0.2 0.2114
H 1.82116 -0.37780 4.64030 0.0 0.0 0.0 0.0016
H -0.21773 -0.47042 6.10736 0.0 0.0 0.0 0.0006
H -2.46994 -0.46015 5.02784 0.0 0.0 0.0 0.0024
H -2.61379 -0.31571 2.55205 0.0 0.0 0.0 0.0103
H 3.57371 1.58088 -2.51280 0.0 0.0 0.0 0.0023
H 2.38530 2.31343 -4.60627 0.0 0.0 0.0 0.0008
H -0.09762 2.05986 -4.72263 0.0 0.0 0.0 0.0021
H -1.30341 1.13118 -2.75757 0.0 0.0 0.0 0.0033
N -3.98723 2.52361 -0.03637 0.0 0.0 0.0 -0.0277
C -3.13949 3.60231 0.20567 0.0 0.1 0.0 0.0708
C -3.35820 4.94356 0.33162 0.0 -0.1 0.0 0.0795
C -2.21108 5.72424 0.59485 0.0 0.0 0.0 0.2396
C -0.89997 5.16354 0.72614 0.0 -0.1 0.0 0.0853
C -0.68994 3.82553 0.59737 0.0 0.1 0.0 0.0531
C -1.83331 3.01793 0.32741 0.0 0.0 0.0 0.2373
N -1.93164 1.68975 0.16537 0.0 0.1 0.0 0.2279
C -3.24222 1.41536 -0.04643 0.0 0.0 0.0 0.0887
C -3.64752 0.04651 -0.23692 -0.1 0.0 0.0 -0.0072
C -4.89660 -0.49413 -0.38329 0.1 0.0 0.0 0.0624
S -4.79759 -2.18100 -0.52566 0.0 0.0 0.0 0.0234
C -3.10229 -2.09634 -0.38567 0.0 0.0 0.0 0.0188
N -2.62420 -0.88852 -0.24257 0.0 0.0 0.0 0.0925
H -4.98927 2.58174 -0.16553 0.0 0.0 0.0 0.0010
H -4.33403 5.40234 0.24519 0.0 0.0 0.0 0.0059
H -2.32964 6.79534 0.70662 0.0 0.0 0.0 -0.0041
H -0.07645 5.83249 0.93646 0.0 0.0 0.0 0.0058
H 0.28731 3.37414 0.70217 0.0 0.0 0.0 -0.0075
H -5.85120 0.00858 -0.41010 -0.1 0.0 0.0 0.0015
H -2.47622 -2.97517 -0.40745 0.0 0.0 0.0 0.0068
N 2.04873 -4.66346 -2.87792 0.1 -0.1 -0.1 0.0008
C 1.26300 -4.46243 -1.61037 -0.1 0.0 0.1 0.0068
P 1.79872 -2.83451 -0.88325 0.2 0.1 -0.1 0.0135
O 2.58996 -2.20366 -1.98384 0.0 0.0 0.0 0.0028
O 0.58377 -2.14876 -0.29248 -0.3 -0.1 0.0 0.0753
C 3.02954 -3.25033 0.44341 -0.1 0.1 0.0 0.0015
N 4.21058 -2.33854 0.33132 0.0 0.2 0.1 0.0006
H 1.45906 -4.93915 -3.66764 0.1 0.0 0.0 0.0001
H 2.77359 -5.38118 -2.78442 -0.1 0.1 0.0 0.0000
H 2.50668 -3.74917 -3.08645 0.0 0.0 0.0 0.0002
H 1.40899 -5.31679 -0.95260 0.0 0.0 0.0 0.0003
H 0.20726 -4.40794 -1.86683 0.0 0.0 0.0 -0.0001
H 3.38082 -4.27368 0.30945 0.0 0.0 0.0 -0.0002
H 2.61579 -3.15519 1.44498 0.0 0.0 0.0 0.0000
H 3.99710 -1.41116 0.75772 0.0 -0.1 0.0 -0.0017
H 4.43297 -2.16191 -0.65650 0.0 0.0 0.1 -0.0002
H 5.03228 -2.72176 0.80644 0.0 0.0 0.0 0.0002
```
Positions in Å, forces in eV/Å.

Calculated values
frontier orbital gap (alpha / beta): 7.56 / 5.37 eV
multiplicity: 5
total charge: +4
HOMO level (alpha / beta): -19.01 / -19.78 eV
relative energy (zero: lowest compared OMol25 entry of this formula, charge and spin): 0.00 kJ/mol